Entry from the OMol25 dataset: a structure of composition C43H33N3O4PRuSi (ωB97M-V with the def2-TZVPD basis set).

```
! RIJCOSX wB97M-V def2-TZVPD def2/J DEFGRID3
* xyz 0 6
Ru 0.01895 -0.63789 -0.28961
O -2.23112 1.79004 1.45687
C -1.48901 0.68414 1.50828
N -1.72324 -0.33284 0.60235
C -2.85117 -0.47216 -0.16154
O -3.98646 -0.15429 0.13195
C -2.52654 -1.04570 -1.53538
C -3.52645 -1.40140 -2.41360
C -3.16497 -1.83711 -3.68105
C -1.82345 -1.88440 -4.02192
C -0.87011 -1.50719 -3.08878
N -1.22384 -1.10302 -1.86973
C -0.24377 0.65306 2.19533
C 0.82240 2.79527 2.17355
C 2.26293 2.42494 1.98797
C 2.76119 1.12332 2.04120
C 2.04920 -0.04927 2.01592
N 0.68376 -0.13188 1.68260
H -4.55339 -1.32504 -2.08721
H -3.92321 -2.13273 -4.39312
H -1.50189 -2.21603 -4.99890
H 0.19403 -1.51866 -3.28608
H 0.78142 3.77331 2.66980
H 2.97153 3.23524 1.88688
H 3.83860 1.00632 2.07422
H 2.55554 -1.00639 2.04814
O 3.63556 -0.75889 -0.86306
C 2.75485 -0.00272 -1.21245
O 1.56215 -0.35020 -1.61041
C 3.01183 1.49897 -1.24066
C 4.32224 1.90758 -1.45682
C 4.65370 3.25282 -1.49083
C 3.67486 4.21462 -1.28256
C 2.37065 3.81771 -1.03129
C 2.02606 2.46758 -1.00774
P 0.32326 2.01285 -0.56510
C -0.06217 2.91303 0.94230
C -1.51870 3.11833 1.25932
C -1.84491 3.93536 2.46359
C -1.65940 3.45149 3.74387
C -0.88464 2.35353 4.04995
C 0.14313 1.75576 3.14014
C -0.73171 2.66230 -1.89468
C -2.09811 2.37155 -1.83303
C -2.94523 2.74035 -2.86449
C -2.43323 3.38640 -3.98289
C -1.07817 3.66753 -4.05644
C -0.22937 3.30924 -3.01762
H 5.07439 1.14227 -1.59032
H 5.67695 3.55121 -1.67903
H 3.92709 5.26643 -1.30008
H 1.61120 4.56443 -0.83145
H -2.03615 3.53090 0.39278
H -2.39615 4.85097 2.30506
H -2.16742 3.95557 4.55788
H -0.90138 1.97601 5.06402
H 0.93415 1.34994 3.77785
H -2.51268 1.86688 -0.97207
H -4.00011 2.51021 -2.79659
H -3.08885 3.66630 -4.79677
H -0.67302 4.16550 -4.92725
H 0.82975 3.52327 -3.09223
C -3.55858 -5.29469 0.16032
C -3.29962 -4.25386 1.04098
C -2.09457 -3.57062 0.97152
C -1.11517 -3.90873 0.03151
C -1.40103 -4.95985 -0.84411
C -2.60643 -5.64652 -0.78383
Si 0.50424 -2.95673 -0.13232
C 1.67853 -3.37761 1.25526
C 3.05759 -3.42641 1.04030
C 3.93553 -3.66008 2.09087
C 3.44848 -3.84652 3.37570
C 2.07974 -3.80196 3.60949
C 1.20713 -3.56870 2.55814
H -4.49958 -5.82705 0.20985
H -4.04167 -3.96527 1.77410
H -1.92544 -2.74295 1.65046
H -0.67037 -5.24606 -1.59147
H -2.80276 -6.45700 -1.47416
H 1.10936 -3.41678 -1.40990
H 3.45115 -3.24237 0.04864
H 5.00160 -3.68901 1.90678
H 4.13265 -4.02749 4.19459
H 1.69511 -3.95104 4.61024
H 0.14270 -3.53744 2.75798
*
```

## Properties
E = -2849.24545 hartree
relative energy (zero: lowest compared OMol25 entry of this formula, charge and spin) = 40.7 kcal/mol
HOMO-LUMO gap (alpha / beta) = 6.468 / 6.443 eV